Entry 1:
The following is a quantum chemistry calculation of a 2-piece molecular cluster, CH6O2 overall, from OMol25.

Each line ends with the Löwdin charge.
Atoms and positions in Å:
1 O 0.226 -0.893 -0.191  -0.17
2 C -0.917 -0.496 -0.942  -0.18
3 H 0.508 -0.129 0.354  -0.06
4 H -1.217 -1.369 -1.545  0.07
5 H -0.697 0.344 -1.623  0.07
6 H -1.762 -0.210 -0.293  0.07
7 O 0.969 0.942 1.169  -0.01
8 H 1.908 1.146 0.958  0.10
9 H 0.982 0.665 2.113  0.10

Spin multiplicity = 1
Orbital gap = 9.8 eV
LUMO energy = 0.46 eV
Energy above the lowest of the compared OMol25 structures with the same formula, charge and spin = 8.5 kcal/mol

---

Entry 2:
The following is a quantum chemistry calculation of one molecule with the formula C3H9N3O, from OMol25.

Each line ends with the Löwdin charge.
Atoms and positions in Å:
1 C -1.478 0.544 2.146  -0.18
2 C 0.335 -0.151 -0.250  -0.48
3 C 1.987 -0.058 -1.968  -0.09
4 H -1.955 1.560 2.105  0.09
5 H -0.452 0.657 2.437  0.06
6 H -1.928 0.017 3.010  0.09
7 H -1.405 -1.147 1.077  0.11
8 H -1.515 0.481 -0.922  0.16
9 H 1.840 -1.097 0.305  0.02
10 H 1.858 -1.169 -2.228  0.12
11 H 2.821 0.090 -1.235  0.10
12 H 2.049 0.529 -2.850  0.08
13 N -1.741 -0.165 0.966  -0.13
14 N -0.932 0.392 -0.052  -0.01
15 N 0.882 -0.983 0.562  0.16
16 O 0.769 0.420 -1.450  -0.10

Spin multiplicity = 1
Orbital gap = 10.2 eV
LUMO energy = 0.86 eV
Energy above the lowest of the compared OMol25 structures with the same formula, charge and spin = 55.1 kcal/mol

---

Entry 3:
The following is a quantum chemistry calculation of C39H41MgNO2P2 as an isolated structure, from OMol25.

Each line ends with the Löwdin charge.
Atoms and positions in Å:
1 Mg -1.226 -0.937 2.043  0.33
2 C 3.581 2.143 -3.404  -0.10
3 C 2.412 2.784 -3.290  -0.12
4 C 1.279 2.922 -4.273  -0.19
5 C 1.237 1.924 -5.451  -0.20
6 C 1.147 0.485 -5.005  -0.11
7 C 2.134 -0.345 -4.645  -0.11
8 C 3.621 -0.116 -4.582  -0.19
9 C 4.114 1.347 -4.571  -0.20
10 C -2.134 -2.708 2.764  -0.25
11 H 4.235 2.168 -2.531  0.10
12 H 2.230 3.293 -2.342  0.09
13 H 1.278 3.947 -4.676  0.11
14 H 0.340 2.832 -3.709  0.10
15 H 0.348 2.158 -6.048  0.11
16 H 2.093 2.086 -6.110  0.10
17 H 0.134 0.088 -4.944  0.10
18 H 1.835 -1.350 -4.346  0.08
19 H 4.101 -0.646 -5.420  0.11
20 H 3.993 -0.614 -3.675  0.11
21 H 5.209 1.325 -4.504  0.11
22 H 3.881 1.828 -5.523  0.10
23 H -1.466 -3.253 3.438  -0.03
24 H -2.411 -3.374 1.936  -0.06
25 H -3.050 -2.451 3.311  -0.03
26 P -0.253 0.946 1.236  1.02
27 P -1.208 -1.648 -0.113  0.98
28 C -0.184 0.840 -0.591  -0.26
29 C -0.622 -0.279 -1.180  -0.27
30 C -1.040 2.570 1.513  -0.35
31 C -0.981 3.607 0.571  -0.09
32 C -1.637 4.812 0.814  -0.07
33 C -2.355 4.990 2.000  -0.07
34 C -2.414 3.962 2.942  -0.06
35 C -1.759 2.755 2.700  -0.06
36 C 1.499 1.224 1.666  -0.33
37 C 2.367 0.125 1.751  -0.09
38 C 3.676 0.294 2.197  -0.07
39 C 4.130 1.560 2.572  -0.08
40 C 3.267 2.655 2.501  -0.07
41 C 1.958 2.490 2.052  -0.07
42 C -2.753 -2.171 -0.919  -0.33
43 C -3.954 -1.497 -0.659  -0.08
44 C -5.155 -1.967 -1.189  -0.07
45 C -5.169 -3.119 -1.976  -0.08
46 C -3.978 -3.803 -2.228  -0.07
47 C -2.776 -3.335 -1.702  -0.07
48 C -0.016 -2.968 -0.546  -0.36
49 C 0.206 -3.975 0.402  -0.07
50 C 1.146 -4.974 0.156  -0.06
51 C 1.867 -4.975 -1.039  -0.08
52 C 1.646 -3.976 -1.990  -0.08
53 C 0.709 -2.974 -1.746  -0.09
54 H 0.219 1.673 -1.168  0.06
55 H -0.597 -0.408 -2.262  0.07
56 H -0.410 3.476 -0.345  0.09
57 H -1.588 5.613 0.082  0.10
58 H -2.863 5.931 2.189  0.10
59 H -2.966 4.102 3.867  0.11
60 H -1.788 1.944 3.425  0.09
61 H 2.012 -0.865 1.475  0.11
62 H 4.341 -0.563 2.253  0.11
63 H 5.150 1.692 2.921  0.10
64 H 3.614 3.641 2.798  0.10
65 H 1.291 3.346 1.999  0.10
66 H -3.948 -0.608 -0.034  0.11
67 H -6.079 -1.433 -0.986  0.11
68 H -6.105 -3.485 -2.388  0.10
69 H -3.986 -4.705 -2.833  0.10
70 H -1.853 -3.872 -1.897  0.10
71 H -0.374 -3.961 1.323  0.08
72 H 1.310 -5.755 0.893  0.11
73 H 2.596 -5.757 -1.234  0.10
74 H 2.204 -3.979 -2.923  0.10
75 H 0.530 -2.204 -2.491  0.08
76 O -3.570 -0.186 4.200  0.02
77 C -2.472 -0.168 4.732  -0.58
78 C -2.245 0.164 6.168  -0.09
79 C -0.716 0.034 6.297  -0.08
80 C -0.301 -0.296 4.897  -0.55
81 O 0.852 -0.487 4.549  0.03
82 N -1.335 -0.413 4.058  0.03
83 H -2.583 1.206 6.355  0.12
84 H -2.776 -0.553 6.831  0.13
85 H -0.255 0.981 6.647  0.13
86 H -0.441 -0.813 6.963  0.13

Spin multiplicity = 1
Orbital gap = 6.8 eV
LUMO energy = 0.07 eV
Energy above the lowest of the compared OMol25 structures with the same formula, charge and spin = 0.0 kcal/mol

---

Entry 4:
The following is a quantum chemistry calculation of C16H14Cl3IrN3O2S2 as an isolated structure, from OMol25.

Each line ends with the Löwdin charge.
Atoms and positions in Å:
1 Ir 1.030 -1.439 -0.338  1.09
2 C -1.532 -5.819 -1.723  -0.32
3 S -1.761 -4.328 -2.675  1.15
4 C -0.635 -3.256 -2.033  -0.99
5 S 0.438 -3.633 -0.738  0.57
6 N -0.673 -2.051 -2.659  0.02
7 N 0.130 -1.170 -2.098  -0.21
8 C 0.379 -0.043 -2.745  0.06
9 C 1.429 0.765 -2.214  -0.23
10 C 1.772 1.994 -2.752  0.06
11 C 2.838 2.696 -2.186  0.02
12 C 3.507 2.148 -1.115  0.04
13 C 3.103 0.905 -0.606  -0.06
14 N 2.109 0.230 -1.152  -0.04
15 H -2.283 -6.519 -2.084  0.07
16 H -1.692 -5.596 -0.666  0.04
17 H -0.532 -6.221 -1.893  0.07
18 H -0.160 0.186 -3.657  0.17
19 H 1.215 2.392 -3.589  0.14
20 H 3.130 3.658 -2.583  0.14
21 H 4.338 2.660 -0.651  0.14
22 H 3.583 0.464 0.256  0.12
23 Cl -1.172 -3.268 1.158  0.11
24 C 1.303 -1.622 3.044  -0.32
25 Cl 2.303 -1.873 1.669  0.64
26 H 0.987 -2.511 3.561  0.03
27 H 1.230 -0.601 3.377  0.03
28 Cl -4.309 4.496 3.058  0.74
29 C -3.073 3.426 2.520  -0.65
30 C -3.405 2.359 1.696  -0.08
31 C -2.411 1.502 1.263  -0.01
32 C -1.088 1.712 1.652  -0.15
33 C -0.770 2.785 2.484  0.00
34 C -1.761 3.642 2.920  -0.07
35 C 0.005 0.823 1.210  -0.55
36 O 1.174 0.963 1.537  -0.01
37 O -0.376 -0.144 0.369  -0.23
38 H -4.436 2.209 1.405  0.11
39 H -2.662 0.664 0.628  0.12
40 H 0.258 2.938 2.785  0.12
41 H -1.529 4.477 3.567  0.12

Spin multiplicity = 6
Orbital gap (spin up / spin down) = 5.4 / 3.1 eV
LUMO energy (spin up / spin down) = -8.22 / -10.45 eV
Total charge = +2
Energy above the lowest of the compared OMol25 structures with the same formula, charge and spin = 0.0 kcal/mol

---

Entry 5:
The following is a quantum chemistry calculation of a 4-piece molecular cluster, C4H16O3S overall, from OMol25.

Each line ends with the Löwdin charge.
Atoms and positions in Å:
1 C 0.495 -3.187 -0.669  -0.13
2 C -0.537 -2.091 -0.422  -0.23
3 C 0.230 -0.775 0.099  -0.28
4 C -0.869 0.254 0.336  -0.60
5 S -0.197 1.714 1.128  0.74
6 H 0.144 -4.138 -1.081  0.07
7 H 1.316 -2.884 -1.345  0.08
8 H 1.032 -3.417 0.258  0.07
9 H -1.271 -2.445 0.261  0.09
10 H -0.981 -1.840 -1.353  0.08
11 H 0.857 -0.490 -0.768  0.09
12 H 1.063 -0.949 0.798  0.11
13 H -1.679 -0.081 1.023  0.08
14 H -1.239 0.586 -0.686  0.09
15 H -1.431 2.336 1.221  -0.08
16 H 0.343 0.542 3.547  -0.03
17 H -0.165 -0.894 3.025  0.09
18 O 0.235 -0.366 3.861  -0.14
19 H 0.954 1.992 -1.015  0.03
20 H 1.012 2.875 -2.220  0.11
21 O 1.100 1.895 -2.025  -0.09
22 H 0.301 0.859 -2.648  -0.08
23 H -0.389 0.777 -3.824  0.03
24 O -0.412 0.288 -3.001  -0.10

Spin multiplicity = 1
Orbital gap = 10.0 eV
LUMO energy = 0.26 eV
Energy above the lowest of the compared OMol25 structures with the same formula, charge and spin = 29.2 kcal/mol

---

Entry 6:
The following is a quantum chemistry calculation of C14H16BaCl2N5O5S2 as an isolated structure, from OMol25.

Each line ends with the Löwdin charge.
Atoms and positions in Å:
1 Ba 5.671 9.784 14.125  1.95
2 N 6.624 11.316 11.844  -0.10
3 C 6.270 12.711 12.108  -0.19
4 C 6.737 13.037 13.586  -0.61
5 O 6.770 14.212 13.876  -0.01
6 N 6.942 11.973 14.387  -0.22
7 C 7.205 12.309 15.745  -0.20
8 C 6.595 11.442 16.874  -0.66
9 O 6.894 11.659 18.034  0.00
10 O 5.879 10.414 16.502  -0.44
11 H 7.574 11.233 12.210  0.07
12 H 6.627 11.191 10.854  0.04
13 H 5.155 12.791 12.081  0.11
14 H 6.712 13.416 11.412  0.10
15 H 6.960 13.321 15.873  0.09
16 H 8.268 12.312 15.921  0.12
17 Cl 7.951 8.326 19.016  0.53
18 C 6.241 8.335 18.720  -0.98
19 Cl 5.746 7.498 17.172  0.45
20 H 5.968 9.394 18.457  0.00
21 H 5.743 7.820 19.530  0.02
22 N 7.048 8.052 6.340  0.06
23 C 6.715 7.855 7.692  -0.29
24 C 6.212 9.005 8.402  -0.03
25 C 5.830 8.845 9.692  -0.05
26 C 5.868 7.531 10.244  -0.31
27 C 6.373 6.456 9.577  -0.08
28 C 6.826 6.591 8.268  -0.03
29 S 5.283 7.300 11.828  0.48
30 O 4.510 8.509 12.026  -0.52
31 O 4.644 6.025 11.890  -0.29
32 N 6.462 7.478 12.826  -0.30
33 C 7.812 7.358 12.762  -0.71
34 S 8.741 5.934 12.230  0.98
35 C 10.252 6.742 12.479  -0.43
36 C 9.978 7.902 13.166  -0.27
37 N 8.653 8.238 13.310  -0.01
38 H 7.057 8.963 5.884  0.08
39 H 7.218 7.289 5.638  0.11
40 H 6.118 9.990 7.901  0.12
41 H 5.516 9.643 10.383  0.09
42 H 6.346 5.515 10.092  0.10
43 H 7.258 5.780 7.708  0.10
44 H 11.205 6.360 12.218  0.04
45 H 10.703 8.641 13.563  0.11

Spin multiplicity = 1
Orbital gap = 7.2 eV
LUMO energy = 2.20 eV
Total charge = -1

---

Entry 7:
The following is a quantum chemistry calculation of a 3-piece molecular cluster, C5H16N2O3 overall, from OMol25.

Each line ends with the Löwdin charge.
Atoms and positions in Å:
1 C 3.088 0.764 0.842  -0.01
2 C 2.820 -0.494 0.146  -0.56
3 N 1.519 -0.747 -0.183  0.08
4 C 0.291 0.036 -0.055  -0.19
5 C -0.554 -0.585 1.043  -0.24
6 N -1.193 -1.801 0.421  -0.15
7 C -2.518 -2.130 1.178  -0.13
8 O 3.562 -1.450 0.160  0.05
9 H 3.705 0.693 1.718  0.07
10 H 2.110 1.451 0.989  0.11
11 H 3.761 1.526 0.255  0.12
12 H 1.358 -1.643 -0.381  0.07
13 H 0.497 1.076 0.121  0.07
14 H -0.390 -0.055 -0.938  0.11
15 H -0.137 -0.730 2.058  0.12
16 H -1.432 0.072 1.284  0.11
17 H -0.639 -2.717 0.383  0.12
18 H -3.178 -1.310 0.855  0.06
19 H -2.432 -2.185 2.315  0.08
20 H -2.796 -3.160 0.641  0.11
21 H -1.361 2.967 -2.005  0.02
22 H -0.553 2.909 -0.525  0.02
23 O -0.572 2.841 -1.455  -0.07
24 H -1.590 1.274 -2.221  0.07
25 H -1.261 1.738 -3.596  0.08
26 O -2.106 1.659 -3.050  -0.13

Spin multiplicity = 1
Orbital gap = 9.9 eV
LUMO energy = 0.48 eV
Energy above the lowest of the compared OMol25 structures with the same formula, charge and spin = 78.7 kcal/mol

---

Entry 8:
The following is a quantum chemistry calculation of one molecule with the formula C3H5FS2, from OMol25.

Each line ends with the Löwdin charge.
Atoms and positions in Å:
1 C 0.117 0.042 0.520  -0.80
2 C 1.044 -1.060 0.645  -0.25
3 C -1.086 -0.409 -0.369  -0.71
4 H 2.311 0.301 -0.602  0.06
5 H -0.220 0.284 1.489  0.08
6 H 0.634 -2.070 1.022  0.16
7 H 1.710 -0.701 1.452  0.11
8 H -0.552 -0.769 -1.334  0.10
9 F 1.902 -1.187 -0.575  -0.18
10 S 1.226 1.363 -0.055  0.70
11 S -2.567 0.025 -0.047  0.73

Spin multiplicity = 1
Orbital gap = 8.3 eV
LUMO energy = -0.55 eV
Energy above the lowest of the compared OMol25 structures with the same formula, charge and spin = 55.8 kcal/mol

---

Q: What is the formula in the sixth record?
A: C14H16BaCl2N5O5S2

---

Q: Which value of spin multiplicity does entry 4 give?
A: 6

---

Q: Which formula does entry 8 have?
A: C3H5FS2